Below is a 17-piece molecular cluster, C57H80O51 overall at a distorted geometry, with properties calculated with wB97M-V/def2-TZVPD.

Computed properties:
E_HOMO: -0.384 Ha
HOMO-LUMO gap: 9.626 eV
Net charge: 0
DFT total energy: -6057.0917 a.u.

Bonds (Å) are listed after each position.
Element x y z (Å)
1 C 1.42 2.70 -4.12  C2 1.585, O6 1.398, H7 1.090, H8 1.090
2 C 2.52 3.77 -4.53  C1 1.585, O3 1.347, H9 1.090, H10 1.090
3 O 1.97 4.95 -4.18  C2 1.347, C4 1.369
4 C 0.70 4.81 -3.69  O3 1.369, O5 1.243, O6 1.330
5 O -0.05 5.68 -3.21  C4 1.243
6 O 0.36 3.53 -3.73  C1 1.398, C4 1.330
7 H 2.00 2.20 -3.34  C1 1.090
8 H 1.09 1.93 -4.82  C1 1.090
9 H 2.78 3.91 -5.58  C2 1.090
10 H 3.44 3.68 -3.96  C2 1.090
11 C -6.83 0.07 -4.94  C12 1.515, O16 1.367, H17 1.090, H18 1.090
12 C -5.62 -0.37 -4.15  C11 1.515, O13 1.312, H19 1.090, H20 1.090
13 O -5.13 -1.24 -5.01  C12 1.312, C14 1.344
14 C -5.60 -1.07 -6.26  O13 1.344, O15 1.259, O16 1.280
15 O -5.10 -1.55 -7.31  C14 1.259
16 O -6.50 -0.16 -6.25  C11 1.367, C14 1.280
17 H -6.96 1.15 -4.84  C11 1.090
18 H -7.71 -0.50 -4.66  C11 1.090
19 H -5.94 -0.63 -3.15  C12 1.090
20 H -4.90 0.44 -3.99  C12 1.090
21 C -3.13 4.30 -2.56  C22 1.542, O26 1.406, H27 1.090, H28 1.090
22 C -3.62 2.86 -2.29  C21 1.542, O23 1.388, H29 1.090, H30 1.090
23 O -4.98 2.90 -2.02  C22 1.388, C24 1.430
24 C -5.45 4.20 -2.39  O23 1.430, O25 1.215, O26 1.384
25 O -6.60 4.57 -2.50  C24 1.215
26 O -4.35 4.99 -2.70  C21 1.406, C24 1.384
27 H -2.78 4.42 -3.58  C21 1.090
28 H -2.41 4.74 -1.87  C21 1.090
29 H -3.13 2.45 -1.40  C22 1.090
30 H -3.35 2.33 -3.20  C22 1.090
31 C -0.82 0.21 8.41  C32 1.508, O36 1.451, H37 1.090, H38 1.090
32 C -0.74 0.97 7.10  C31 1.508, O33 1.432, H39 1.090, H40 1.090
33 O 0.61 1.44 6.97  C32 1.432, C34 1.348
34 C 1.33 1.01 8.02  O33 1.348, O35 1.176, O36 1.386
35 O 2.43 1.37 8.23  C34 1.176
36 O 0.56 0.20 8.84  C31 1.451, C34 1.386
37 H -1.09 -0.82 8.20  C31 1.090
38 H -1.42 0.67 9.20  C31 1.090
39 H -1.46 1.75 6.88  C32 1.090
40 H -0.75 0.20 6.33  C32 1.090
41 C -2.23 -1.01 -5.84  C42 1.603, O46 1.441, H47 1.090, H48 1.090
42 C -1.19 0.02 -5.19  C41 1.603, O43 1.408, H49 1.090, H50 1.090
43 O -2.03 1.11 -4.91  C42 1.408, C44 1.387
44 C -3.01 1.23 -5.89  O43 1.387, O45 1.257, O46 1.405
45 O -3.76 2.20 -6.14  C44 1.257
46 O -2.90 0.02 -6.60  C41 1.441, C44 1.405
47 H -2.82 -1.65 -5.18  C41 1.090
48 H -1.58 -1.61 -6.48  C41 1.090
49 H -0.29 0.25 -5.76  C42 1.090
50 H -0.79 -0.43 -4.28  C42 1.090
51 C -3.53 -4.46 -0.30  C52 1.506, O56 1.446, H57 1.090, H58 1.090
52 C -2.21 -4.07 0.30  C51 1.506, O53 1.436, H59 1.090, H60 1.090
53 O -1.71 -3.15 -0.68  C52 1.436, C54 1.401
54 C -2.67 -2.78 -1.63  O53 1.401, O55 1.233, O56 1.401
55 O -2.56 -1.82 -2.39  C54 1.233
56 O -3.77 -3.62 -1.46  C51 1.446, C54 1.401
57 H -4.17 -4.41 0.58  C51 1.090
58 H -3.56 -5.51 -0.57  C51 1.090
59 H -1.60 -4.98 0.32  C52 1.090
60 H -2.25 -3.68 1.32  C52 1.090
61 C 2.49 -4.08 3.64  C62 1.535, O66 1.525, H67 1.090, H68 1.090
62 C 3.34 -4.88 2.64  C61 1.535, O63 1.466, H69 1.090, H70 1.090
63 O 4.62 -4.99 3.35  C62 1.466, C64 1.287
64 C 4.77 -4.11 4.28  O63 1.287, O65 1.230, O66 1.362
65 O 5.77 -3.96 4.99  C64 1.230
66 O 3.59 -3.46 4.48  C61 1.525, C64 1.362
67 H 1.80 -4.55 4.34  C61 1.090
68 H 2.00 -3.32 3.03  C61 1.090
69 H 3.46 -4.34 1.70  C62 1.090
70 H 2.76 -5.70 2.22  C62 1.090
71 C -2.67 -1.71 3.24  C72 1.544, O76 1.413, H77 1.090, H78 1.090
72 C -3.47 -1.31 4.50  C71 1.544, O73 1.385, H79 1.090, H80 1.090
73 O -2.62 -1.70 5.52  C72 1.385, C74 1.358
74 C -1.50 -2.31 5.08  O73 1.358, O75 1.241, O76 1.291
75 O -0.61 -2.69 5.86  C74 1.241
76 O -1.56 -2.39 3.79  C71 1.413, C74 1.291
77 H -2.20 -0.90 2.68  C71 1.090
78 H -3.16 -2.42 2.58  C71 1.090
79 H -4.49 -1.68 4.64  C72 1.090
80 H -3.54 -0.22 4.58  C72 1.090
81 C -6.88 -1.68 0.59  C82 1.538, O86 1.516, H87 1.090, H88 1.090
82 C -7.23 -0.18 0.53  C81 1.538, O83 1.449, H89 1.090, H90 1.090
83 O -5.93 0.46 0.48  C82 1.449, C84 1.403
84 C -4.92 -0.46 0.14  O83 1.403, O85 1.209, O86 1.353
85 O -3.77 -0.21 -0.11  C84 1.209
86 O -5.43 -1.72 0.15  C81 1.516, C84 1.353
87 H -7.47 -2.20 -0.15  C81 1.090
88 H -6.98 -2.01 1.63  C81 1.090
89 H -7.59 0.34 1.42  C82 1.090
90 H -7.92 0.02 -0.29  C82 1.090
91 C 6.65 -2.46 -0.68  C92 1.495, O96 1.418, H97 1.090, H98 1.090
92 C 6.97 -2.18 0.76  C91 1.495, O93 1.428, H99 1.090, H100 1.090
93 O 6.60 -3.40 1.40  C92 1.428, C94 1.426
94 C 6.84 -4.43 0.44  O93 1.426, O95 1.191, O96 1.381
95 O 6.87 -5.60 0.64  C94 1.191
96 O 6.83 -3.86 -0.82  C91 1.418, C94 1.381
97 H 6.97 -1.82 -1.51  C91 1.090
98 H 5.59 -2.26 -0.81  C91 1.090
99 H 6.20 -1.46 1.02  C92 1.090
100 H 7.94 -1.71 0.91  C92 1.090
101 C -3.62 3.69 3.22  C102 1.529, O106 1.423, H107 1.090, H108 1.090
102 C -3.22 4.80 2.24  C101 1.529, O103 1.467, H109 1.090, H110 1.090
103 O -3.56 5.99 3.02  C102 1.467, C104 1.296
104 C -4.15 5.70 4.14  O103 1.296, O105 1.245, O106 1.300
105 O -4.45 6.51 5.04  C104 1.245
106 O -4.52 4.46 4.02  C101 1.423, C104 1.300
107 H -2.83 3.38 3.91  C101 1.090
108 H -4.12 2.92 2.64  C101 1.090
109 H -3.85 4.78 1.35  C102 1.090
110 H -2.21 4.84 1.83  C102 1.090
111 C 3.90 3.22 -0.98  C112 1.533, H118 1.090, H119 1.090, H120 1.090
112 C 2.68 3.00 -0.07  C111 1.533, C113 1.501, O117 1.450, H121 1.090
113 C 2.93 3.86 1.13  C112 1.501, O114 1.449, H122 1.090, H123 1.090
114 O 1.73 4.67 1.08  C113 1.449, C115 1.350
115 C 0.92 4.45 0.02  O114 1.350, O116 1.230, O117 1.300
116 O -0.14 5.06 -0.17  C115 1.230
117 O 1.41 3.43 -0.62  C112 1.450, C115 1.300
118 H 3.89 4.28 -1.21  C111 1.090
119 H 3.77 2.61 -1.87  C111 1.090
120 H 4.77 2.97 -0.37  C111 1.090
121 H 2.81 1.93 0.13  C112 1.090
122 H 3.82 4.49 1.13  C113 1.090
123 H 2.90 3.28 2.05  C113 1.090
124 C 0.70 -6.27 -3.79  C125 1.554, H131 1.090, H132 1.090, H133 1.090
125 C 1.56 -5.00 -3.53  C124 1.554, C126 1.520, O130 1.408, H134 1.090
126 C 0.87 -3.77 -2.95  C125 1.520, O127 1.401, H135 1.090, H136 1.090
127 O 1.56 -3.26 -1.84  C126 1.401, C128 1.363
128 C 2.40 -4.29 -1.52  O127 1.363, O129 1.245, O130 1.371
129 O 3.37 -4.25 -0.74  C128 1.245
130 O 2.31 -5.35 -2.39  C125 1.408, C128 1.371
131 H 1.34 -7.07 -4.16  C124 1.090
132 H 0.06 -6.09 -4.65  C124 1.090
133 H 0.02 -6.57 -3.00  C124 1.090
134 H 2.23 -4.88 -4.38  C125 1.090
135 H -0.20 -3.90 -2.80  C126 1.090
136 H 0.99 -2.89 -3.59  C126 1.090
137 C 3.20 5.07 5.44  C138 1.493, H144 1.090, H145 1.090, H146 1.090
138 C 2.01 4.26 5.84  C137 1.493, C139 1.495, O143 1.417, H147 1.090
139 C 0.70 4.99 5.73  C138 1.495, O140 1.425, H148 1.090, H149 1.090
140 O -0.27 4.04 5.29  C139 1.425, C141 1.323
141 C 0.40 3.13 4.59  O140 1.323, O142 1.226, O143 1.360
142 O -0.06 2.42 3.70  C141 1.226
143 O 1.72 3.25 4.89  C138 1.417, C141 1.360
144 H 3.99 4.32 5.41  C137 1.090
145 H 3.53 5.72 6.24  C137 1.090
146 H 3.16 5.57 4.47  C137 1.090
147 H 2.28 3.80 6.78  C138 1.090
148 H 0.79 5.88 5.11  C139 1.090
149 H 0.49 5.34 6.75  C139 1.090
150 C -0.49 0.83 1.05  C151 1.576, H157 1.090, H158 1.090, H159 1.090
151 C -0.07 -0.04 -0.19  C150 1.576, C152 1.569, O156 1.345, H160 1.090
152 C -0.50 0.55 -1.58  C151 1.569, O153 1.433, H161 1.090, H162 1.090
153 O 0.66 0.31 -2.38  C152 1.433, C154 1.343
154 C 1.71 0.25 -1.55  O153 1.343, O155 1.217, O156 1.376
155 O 2.83 0.18 -2.03  C154 1.217
156 O 1.26 0.09 -0.26  C151 1.345, C154 1.376
157 H -0.53 0.24 1.96  C150 1.090
158 H -1.41 1.38 0.82  C150 1.090
159 H 0.19 1.66 1.20  C150 1.090
160 H -0.34 -1.10 -0.09  C151 1.090
161 H -0.66 1.63 -1.47  C152 1.090
162 H -1.36 0.00 -1.95  C152 1.090
163 C 3.09 -0.99 2.83  C164 1.475, H170 1.090, H171 1.090, H172 1.090
164 C 3.41 0.26 3.55  C163 1.475, C165 1.566, O169 1.349, H173 1.090
165 C 3.48 0.10 5.10  C164 1.566, O166 1.400, H174 1.090, H175 1.090
166 O 4.42 1.13 5.26  C165 1.400, C167 1.357
167 C 5.13 1.47 4.16  O166 1.357, O168 1.220, O169 1.358
168 O 6.03 2.28 4.01  C167 1.220
169 O 4.58 0.79 3.12  C164 1.349, C167 1.358
170 H 2.89 -0.72 1.80  C163 1.090
171 H 2.06 -1.24 3.10  C163 1.090
172 H 3.80 -1.82 2.82  C163 1.090
173 H 2.65 0.98 3.24  C164 1.090
174 H 3.87 -0.84 5.51  C165 1.090
175 H 2.63 0.49 5.65  C165 1.090
176 C 3.56 -4.25 -7.13  C177 1.541, H183 1.090, H184 1.090, H185 1.090
177 C 2.77 -2.99 -7.54  C176 1.541, C178 1.559, O182 1.455, H186 1.090
178 C 1.37 -3.00 -6.86  C177 1.559, O179 1.440, H187 1.090, H188 1.090
179 O 1.59 -1.88 -5.98  C178 1.440, C180 1.417
180 C 2.82 -1.22 -6.21  O179 1.417, O181 1.246, O182 1.285
181 O 3.14 -0.14 -5.67  C180 1.246
182 O 3.50 -1.80 -7.12  C177 1.455, C180 1.285
183 H 3.88 -4.42 -6.10  C176 1.090
184 H 4.51 -4.24 -7.66  C176 1.090
185 H 2.90 -5.01 -7.54  C176 1.090
186 H 2.75 -2.97 -8.63  C177 1.090
187 H 1.11 -3.90 -6.30  C178 1.090
188 H 0.56 -2.82 -7.57  C178 1.090